# 1
# CCl2O3P

A 2-piece molecular cluster, CCl2O3P overall (the ωB97M-V functional and the def2-TZVPD basis, the Open Molecules 2025 dataset).

**HOMO**: -4.5888 eV
**Molar mass**: 161.89 g mol⁻¹
**HOMO-LUMO gap**: 7.93 eV
**Energy relative to the best compared isomer or geometry (same formula, charge and spin)**: 0.00 kcal/mol
**Total charge**: -1
**E_LUMO**: 0.123 hartree

Last column: Löwdin charge in e.
Element x y z (Å)
1 Cl -2.8629 -1.3772 -0.3816  -0.101
2 O 2.1084 0.2533 0.9280  0.179
3 Cl -2.1566 1.7510 0.4988  -0.219
4 C 2.1152 0.1392 -0.2138  -0.501
5 P -1.0770 -0.1326 -0.2877  0.096
6 O 2.1546 0.0627 -1.3658  0.162
7 O -0.2819 -0.6964 0.8220  -0.615


# 2
# C18H46F3IO20P4S

A 5-piece molecular cluster, C18H46F3IO20P4S overall (the ωB97M-V functional and the def2-TZVPD basis, the Open Molecules 2025 dataset).

**HOMO**: -9.4397 eV
**Molar mass**: 922.41 g mol⁻¹
**HOMO-LUMO gap**: 9.62 eV
**E_LUMO**: 0.007 hartree

Last column: Löwdin charge in e.
Element x y z (Å)
1 C 5.8591 -2.2839 7.8393  -0.093
2 H 5.4612 -1.5277 8.5123  0.087
3 C -4.9344 8.4594 -2.2158  -0.107
4 H 5.9153 -6.4051 6.5661  0.091
5 H -5.8816 8.1417 -1.7754  0.084
6 H -3.7506 -2.8038 -7.2644  0.086
7 H 3.2895 -2.3597 2.0743  0.114
8 F 3.6224 -0.4101 -1.3093  0.166
9 S 5.6482 -3.0318 -0.0278  0.938
10 I 7.7110 1.3351 -1.8134  0.844
11 O 3.2512 0.6413 1.3482  0.006
12 H 6.3914 1.7691 0.7947  0.061
13 C -4.2463 -4.9743 -3.5271  -0.075
14 H -0.7068 1.3424 -0.5780  0.085
15 H -4.7740 5.3603 -0.5060  0.086
16 O 3.6050 -3.1063 4.9880  -0.207
17 O -3.9591 7.4291 -2.0871  -0.249
18 H -0.7271 2.8131 0.4341  0.093
19 H 2.0298 -1.8672 4.6141  0.100
20 H -3.0545 -0.0889 -2.7840  0.087
21 O -4.7748 1.0087 0.6707  -0.202
22 H -8.8496 -3.3360 -6.5539  0.090
23 O 4.0852 -2.6478 0.2452  -0.305
24 H 3.2329 -1.1721 5.7052  0.096
25 O 5.8808 -4.5162 5.7867  -0.194
26 P -3.3023 1.4935 0.2881  0.401
27 C -4.4421 5.7520 0.4547  -0.078
28 C 6.4382 0.6867 0.8351  -0.171
29 O -7.2653 -2.9186 -5.3352  -0.202
30 H 1.8606 -0.8525 1.4210  0.156
31 H -4.5994 9.3813 -1.7400  0.082
32 C -3.7200 0.3065 -2.0201  -0.092
33 H -5.0848 8.6356 -3.2795  0.084
34 O 6.2105 -1.7073 -0.7914  -0.342
35 H -8.6489 -4.4803 -5.2144  0.088
36 H -4.1453 -6.0325 -3.3029  0.091
37 P -5.9162 -3.3825 -4.6249  0.396
38 H -7.5517 -4.5446 -6.6209  0.090
39 O 4.7778 -2.7380 7.0221  -0.247
40 C 2.8192 -0.6383 0.9432  -0.240
41 H 6.5578 0.3456 1.8655  0.090
42 H 5.4903 0.3312 0.4500  0.041
43 O -5.0866 -3.6721 -5.9965  -0.260
44 H 6.2564 -3.1087 8.4324  0.087
45 H -4.5886 -0.3481 -1.9510  0.074
46 O -5.5928 -4.7958 -4.0027  -0.221
47 C -1.0574 6.9922 -2.4569  -0.082
48 C -0.7630 1.7262 0.4365  -0.074
49 C 5.1694 -5.6905 6.2324  -0.072
50 C -4.9623 -0.1605 1.4886  -0.083
51 H 6.6540 -1.8496 7.2337  0.084
52 H -1.6633 7.4469 -3.2378  0.088
53 C 3.8090 -1.7636 1.3263  -0.170
54 H -3.5304 -4.6923 -4.2954  0.089
55 O -5.3624 -2.2549 -3.8732  -0.228
56 H -4.3698 -0.9949 1.1099  0.090
57 H -5.2804 5.7655 1.1457  0.088
58 O 5.5252 -4.0406 -1.0373  -0.355
59 H 4.5063 -5.4479 7.0639  0.091
60 H -3.6556 5.1144 0.8483  0.070
61 H 7.7369 -1.8699 0.5925  0.108
62 O -3.9733 7.1166 0.3251  -0.200
63 H -6.0158 -0.4190 1.4366  0.089
64 H -0.5227 6.1369 -2.8612  0.090
65 H -4.0846 -4.3912 -2.6240  0.089
66 C -4.7070 -2.5604 -6.8058  -0.102
67 H -0.3475 7.7138 -2.0598  0.088
68 F 1.7621 0.5633 -0.7673  0.128
69 O -2.9993 0.3146 -0.7829  -0.257
70 H -4.6939 0.0471 2.5237  0.087
71 H 4.5969 -6.1235 5.4141  0.090
72 H 4.6972 -1.3594 1.8127  0.111
73 H -5.4427 -2.3955 -7.5952  0.084
74 C 2.5231 -0.5450 -0.5522  -0.553
75 C -8.1249 -3.8889 -5.9637  -0.080
76 O -3.3959 2.8152 -0.3384  -0.225
77 C 7.5149 -1.3062 -0.3182  -0.327
78 H 3.5835 -1.3112 3.9649  0.057
79 H 8.5171 0.3351 0.5229  0.080
80 O 5.9880 -2.2264 4.8180  -0.235
81 H 8.2342 -1.5785 -1.0842  0.108
82 P 5.0981 -3.1716 5.4991  0.372
83 F 1.7939 -1.6039 -0.9460  0.161
84 H 3.5629 0.6096 2.2553  0.101
85 H 0.0720 1.3426 1.0149  0.078
86 O -2.4290 8.8404 -0.5917  -0.237
87 H -4.6020 -1.6550 -6.2079  0.083
88 P -2.9477 7.4892 -0.8193  0.367
89 O -1.9612 1.2619 1.0895  -0.219
90 C 3.0954 -1.7813 4.8144  -0.089
91 H -4.0348 1.3117 -2.3005  0.084
92 O -1.8903 6.4809 -1.4050  -0.213
93 C 7.5865 0.1745 -0.0143  -0.761


# 3
# C3H9NS2

One molecule with the formula C3H9NS2 (the ωB97M-V functional and the def2-TZVPD basis, the Open Molecules 2025 dataset).

**HOMO**: -8.1497 eV
**SMILES string**: NCCCSS
**Molar mass**: 123.25 g mol⁻¹
**HOMO-LUMO gap**: 8.47 eV
**Energy relative to the best compared isomer or geometry (same formula, charge and spin)**: 61.37 kcal/mol
**E_LUMO**: 0.012 hartree

Last column: Löwdin charge in e.
Element x y z (Å)
1 S -1.0098 1.0707 0.1268  0.295
2 H 2.7808 -2.1325 0.5091  0.112
3 H 0.8941 1.4543 -0.4125  0.013
4 H 1.8364 -3.1957 2.3685  0.065
5 H 1.5635 -1.1014 -0.9147  0.118
6 C 0.9446 0.6955 0.4113  -0.374
7 S -1.7560 0.9746 -1.8145  0.292
8 C 2.1516 -1.4653 1.1672  -0.296
9 H 0.4616 -2.2447 2.2242  0.070
10 H 2.7705 -0.7487 1.7520  0.105
11 H 0.2425 -1.3656 0.1210  0.067
12 H 1.0455 1.3234 1.3011  0.065
13 H -1.0184 -0.1166 -1.9094  -0.239
14 N 1.4093 -2.4019 1.9278  -0.040
15 C 1.1630 -0.7973 0.0964  -0.254


# 4
# C52H43BaClN3O4PSi

C52H43BaClN3O4PSi as an isolated structure (the ωB97M-V functional and the def2-TZVPD basis, the Open Molecules 2025 dataset).

**HOMO**: -7.1007 eV
**Molar mass**: 1005.77 g mol⁻¹
**HOMO-LUMO gap**: 5.73 eV
**Energy relative to the best compared isomer or geometry (same formula, charge and spin)**: 41.69 kcal/mol
**E_LUMO**: -0.050 hartree

Last column: Löwdin charge in e.
Element x y z (Å)
1 H -2.1598 -2.1293 -4.9751  0.106
2 O -1.8401 -2.2845 1.6681  -0.448
3 C 2.1126 -1.2347 -5.0369  -0.086
4 C 0.3228 2.7924 -0.4688  -0.114
5 C -0.0335 4.5926 -2.0135  -0.077
6 C -4.1549 1.5448 1.5930  -0.611
7 Si 3.1548 -0.5233 -0.5281  0.418
8 H -6.7438 3.2869 2.8776  0.107
9 H -3.8819 -5.1318 0.1069  0.152
10 P -1.3478 1.9385 1.5077  0.992
11 H 1.1175 0.4923 -2.3111  0.089
12 H -6.2601 1.1906 1.6496  0.103
13 C 5.6074 -1.4264 0.6946  -0.084
14 O 1.7785 -0.5279 0.3175  -0.732
15 C -4.2445 -2.8753 4.2784  -0.061
16 H 1.8530 -1.3737 -6.0793  0.099
17 H -2.5695 4.2040 2.9031  0.110
18 C 1.7106 -0.1914 -2.9132  -0.089
19 H 4.3506 -2.2977 -2.7315  0.096
20 C -1.6393 -5.2794 -1.2188  -0.130
21 C 2.7827 -0.8820 -2.3314  -0.220
22 C 3.9238 1.1900 -0.4314  -0.231
23 H 0.0837 1.9976 6.1934  0.103
24 H -0.3554 -5.1842 -2.8864  0.121
25 C 6.1727 -3.7306 1.0934  -0.100
26 H -2.5779 -5.4929 -1.7319  0.128
27 H 0.5388 0.1857 -4.6691  0.102
28 H -1.1003 1.1281 4.2253  0.099
29 C -2.6235 -0.0401 -5.1716  -0.112
30 H -1.1706 -6.2208 -0.9219  0.126
31 H -2.6196 -1.5009 4.0711  0.113
32 C -2.6163 1.1935 -4.5113  -0.093
33 C 4.1770 3.2895 0.7663  -0.091
34 C 4.7213 1.7184 -1.4496  -0.088
35 H 1.4386 4.0651 6.0138  0.102
36 H 0.3865 4.3920 1.8797  0.105
37 N -0.6112 -4.0378 0.7493  0.064
38 H 7.4142 -2.0758 1.6543  0.099
39 Cl -3.9226 0.0429 0.7208  0.739
40 C 3.1778 -1.9314 -4.4849  -0.093
41 C -0.5179 2.0406 4.1387  -0.103
42 N -1.4650 -3.4335 -2.8137  0.060
43 C -3.0844 2.3731 1.9234  -0.368
44 C 1.3774 -0.3571 -4.2499  -0.074
45 N -1.9744 -4.5511 0.0132  -0.011
46 C 3.6634 2.0023 0.6761  -0.105
47 C -3.1143 -4.5497 0.6200  0.007
48 H 3.0354 1.6245 1.4766  0.099
49 H 0.1524 -4.1026 -1.6039  0.102
50 C -1.7658 -1.0680 -3.1658  -0.164
51 H -2.9428 -0.1096 -6.2025  0.090
52 C -1.2687 4.8415 -1.4343  -0.085
53 C -0.7294 -4.4782 -2.1404  -0.227
54 C -4.6808 3.8847 2.9631  -0.074
55 C -3.3833 3.5468 2.6204  -0.088
56 H -2.2111 2.2611 -2.6843  0.100
57 H 4.9294 1.1219 -2.3323  0.104
58 C -4.6268 -4.4429 2.5151  -0.042
59 H -4.5473 -2.4703 5.2370  0.109
60 C -5.7241 3.0380 2.6144  -0.076
61 C -2.1963 -1.1621 -4.4885  -0.053
62 H 3.1848 -3.4736 -0.4635  0.097
63 H 6.8556 -4.4782 1.4773  0.097
64 C -0.4545 2.7081 2.9145  -0.373
65 H -5.8661 -4.3169 4.2441  0.101
66 H 3.9554 3.9017 1.6325  0.095
67 C -1.7863 0.1684 -2.4837  -0.402
68 C -1.7087 4.0737 -0.3609  -0.080
69 H 5.8708 -0.3775 0.7782  0.098
70 C -2.2111 1.3064 -3.1968  -0.009
71 H -5.1906 -5.2507 2.0627  0.115
72 H -2.9379 2.0842 -5.0393  0.098
73 C 0.9079 3.6858 5.1504  -0.085
74 C -1.1968 -2.2359 -2.4847  -0.123
75 C -5.0029 -3.9304 3.7223  -0.088
76 H 1.5847 5.2491 3.8480  0.104
77 C 4.9784 -4.1159 0.4958  -0.097
78 H -1.8979 5.6347 -1.8177  0.103
79 C -3.1619 -2.3334 3.6429  -0.003
80 C 4.1110 -3.1525 0.0054  -0.109
81 H 5.3668 4.7973 -0.1929  0.097
82 C 6.4849 -2.3838 1.1910  -0.092
83 H 3.7546 -2.6141 -5.0973  0.097
84 H 1.7354 3.3566 -1.9677  0.110
85 C 4.9680 3.7924 -0.2576  -0.099
86 H -4.8750 4.8030 3.5009  0.106
87 C -2.7520 -2.8341 2.3776  -0.390
88 C 0.1477 2.5267 5.2514  -0.081
89 C -0.9130 3.0478 0.1290  -0.383
90 H -0.4607 -2.0216 -1.6902  0.057
91 C 5.2414 3.0038 -1.3672  -0.094
92 C 0.7689 3.5667 -1.5257  -0.056
93 H 4.7288 -5.1668 0.4119  0.096
94 C 0.3108 3.8659 2.8233  -0.080
95 C 4.4010 -1.7854 0.0922  -0.216
96 C 3.5111 -1.7504 -3.1470  -0.094
97 H -2.6784 4.2732 0.0783  0.101
98 C -3.4798 -3.9443 1.8506  -0.137
99 C 0.9901 4.3487 3.9358  -0.078
100 H 5.8540 3.3923 -2.1716  0.098
101 O -0.3376 -4.7738 1.5838  0.150
102 H 0.3035 5.1912 -2.8500  0.103
103 O -1.4375 0.2162 -1.2271  -0.518
104 C -5.4625 1.8646 1.9286  -0.110
105 Ba -0.4358 -0.7825 0.5455  1.889
106 H 0.9531 1.9810 -0.1138  0.075


# 5
# C9H21IN3O3

A 4-piece molecular cluster, C9H21IN3O3 overall (the ωB97M-V functional and the def2-TZVPD basis, the Open Molecules 2025 dataset).

**HOMO**: -5.2784 eV
**Molar mass**: 346.19 g mol⁻¹
**HOMO-LUMO gap**: 8.28 eV
**Energy relative to the best compared isomer or geometry (same formula, charge and spin)**: 0.00 kcal/mol
**Total charge**: -1
**E_LUMO**: 0.110 hartree

Last column: Löwdin charge in e.
Element x y z (Å)
1 H -24.1811 0.5086 8.1398  0.080
2 H -23.6817 5.0115 7.3502  0.071
3 H -21.2392 0.2720 6.2119  0.080
4 C -24.4191 -0.8508 3.2768  -0.082
5 H -20.7113 0.8822 4.6421  0.083
6 O -21.9309 -1.5408 4.3810  0.002
7 N -26.2820 2.9245 7.2340  -0.005
8 O -26.4806 1.3448 8.8650  0.020
9 H -23.8706 0.9546 4.2226  -0.071
10 C -26.1512 6.9145 6.2392  -0.567
11 H -26.6374 6.6260 4.1491  0.069
12 O -26.1840 7.8790 6.9946  0.011
13 H -27.7876 7.6159 5.0850  0.073
14 C -25.8532 1.8369 7.9385  -0.550
15 H -27.5567 4.4320 7.9676  0.077
16 H -25.9337 3.0303 6.2858  -0.027
17 C -22.3838 -0.4072 4.5472  -0.572
18 C -21.5869 0.6511 5.2547  -0.013
19 H -25.4544 -0.5356 3.3834  0.075
20 H -22.1188 1.5977 5.3738  0.056
21 H -24.5256 6.2600 8.2878  0.080
22 H -23.4048 6.7177 6.9770  0.082
23 N -25.2548 5.9109 6.3702  -0.012
24 H -25.2137 5.2211 5.6275  -0.047
25 C -27.6058 3.4721 7.4536  -0.085
26 H -24.2836 -1.8888 3.5680  0.077
27 C -24.4942 1.3304 7.5030  -0.008
28 H -23.7793 2.1477 7.6193  0.076
29 H -24.1465 -0.7459 2.2211  0.084
30 H -24.5176 1.0089 6.4632  0.051
31 N -23.5921 -0.0136 4.1098  -0.019
32 H -28.1236 3.5770 6.4981  0.076
33 H -28.2021 2.7811 8.0505  0.074
34 I -24.9837 3.3211 3.6957  -0.213
35 C -24.1544 5.9919 7.3017  -0.079
36 C -27.1455 6.7412 5.1076  -0.012
37 H -27.7306 5.8338 5.2627  0.064